No. 1
Molecular formula: C68H65N2O4P2S2SbTi
Method: DFT, ωB97M-V/def2-TZVPD

Highest occupied orbital energy (eV): -17.40
M (g/mol): 1270.0
Relative energy (zero: lowest compared OMol25 entry of this formula, charge and spin) (kcal/mol): 32.1
Total charge: +4
LUMO level (eV): -11.57

XYZ file:
```
145
C68H65N2O4P2S2SbTi ωB97M-V/def2-TZVPD
Ti 0.0968 -0.1515 0.6857
O 0.5258 -1.5596 3.5465
S 1.6409 -1.1681 2.6543
C 2.6044 -2.5922 2.3623
C 3.0437 -3.3654 3.4380
C 3.9130 -4.4063 3.1780
C 4.3530 -4.6361 1.8750
C 3.8419 -3.9040 0.8172
C 2.9045 -2.8964 1.0486
P 1.9399 -2.1584 -0.3118
C 3.3095 -1.4177 -1.2574
C 3.4658 -1.5302 -2.6355
C 4.5911 -1.0002 -3.2589
C 5.5617 -0.3437 -2.5165
C 5.4107 -0.2169 -1.1385
C 4.2948 -0.7504 -0.5163
C 1.3288 -3.6112 -1.2118
C -0.0184 -3.9497 -1.1800
C -0.4926 -5.0862 -1.8186
C 0.3895 -5.9051 -2.5048
C 1.7401 -5.5733 -2.5605
C 2.2097 -4.4386 -1.9204
C 2.6757 -0.0194 3.5150
C 3.6612 -0.4287 4.4133
C 4.3231 0.5285 5.1609
C 4.0242 1.8775 5.0009
C 3.0582 2.2745 4.0932
C 2.3641 1.3258 3.3434
P 1.1570 1.9358 2.1200
C 0.0371 2.9775 3.1028
C -0.0075 2.8299 4.4924
C -0.8622 3.6102 5.2556
C -1.6974 4.5355 4.6457
C -1.6833 4.6690 3.2631
C -0.8285 3.8915 2.4972
C 2.2909 3.0110 1.1634
C 1.9571 4.2941 0.7268
C 2.9357 5.1315 0.2017
C 4.2560 4.7076 0.1253
C 4.5928 3.4227 0.5353
C 3.6161 2.5746 1.0330
H 2.6804 -3.1854 4.4415
H 4.2568 -5.0343 3.9894
H 5.0716 -5.4218 1.6803
H 4.1601 -4.1426 -0.1869
H 2.7435 -2.0673 -3.2250
H 4.7196 -1.1246 -4.3272
H 6.4484 0.0431 -3.0031
H 6.1801 0.2682 -0.5507
H 4.2133 -0.6831 0.5632
H -0.7231 -3.3271 -0.6575
H -1.5492 -5.3222 -1.7849
H 0.0304 -6.7970 -3.0019
H 2.4307 -6.1985 -3.1122
H 3.2587 -4.1929 -2.0134
H 3.9329 -1.4639 4.5277
H 5.0840 0.2187 5.8653
H 4.5596 2.6225 5.5757
H 2.8510 3.3292 3.9568
H 0.6276 2.1155 4.9993
H -0.8686 3.4974 6.3323
H -2.3532 5.1539 5.2449
H -2.3291 5.3916 2.7797
H -0.8498 4.0127 1.4271
H 0.9595 4.6868 0.8485
H 2.6695 6.1357 -0.1031
H 5.0214 5.3800 -0.2409
H 5.6225 3.0907 0.4897
H 3.9100 1.5943 1.3863
O -4.6309 2.9758 -0.2585
C -5.2606 3.1759 0.9969
N -6.0224 2.0516 1.4522
C -5.5468 0.9964 2.1607
O -6.2576 0.1431 2.6371
C -4.0633 0.9057 2.4735
C -3.7797 0.7410 3.8280
C -2.4748 0.5372 4.2092
C -1.5146 0.4243 3.2301
N -1.7556 0.4982 1.9073
C -3.0408 0.7816 1.5537
H -5.2703 3.1135 -0.9673
H -5.9162 4.0439 0.9747
H -4.4545 3.3721 1.7039
H -7.0237 2.0384 1.3125
H -4.5853 0.7839 4.5510
H -2.1888 0.4470 5.2481
H -0.5073 0.2189 3.5352
H -3.2608 0.9065 0.5032
C 0.2566 -2.0521 -3.8362
C -1.1666 -2.5032 -3.8991
C -1.5242 -3.3286 -4.9670
C -2.8163 -3.7927 -5.1267
C -3.7924 -3.4390 -4.2060
C -3.4634 -2.6268 -3.1336
C -2.1564 -2.1572 -2.9818
Sb -1.9121 -0.8215 -1.3284
C -3.3460 -1.6683 -0.0251
C -4.7052 -1.5240 -0.3217
C -5.6596 -2.2025 0.4130
C -5.2616 -3.0069 1.4744
C -3.9231 -3.0936 1.8115
C -2.9418 -2.4276 1.0726
C -1.5342 -2.5862 1.5902
C -2.4921 0.9862 -2.3056
C -3.0713 0.7841 -3.5628
C -3.3539 1.8556 -4.3965
C -3.0402 3.1428 -3.9863
C -2.4613 3.3452 -2.7425
C -2.1841 2.2850 -1.8778
C -1.6297 2.6633 -0.5337
H 0.9127 -2.9195 -3.8976
H 0.4866 -1.5300 -2.9041
H 0.4960 -1.3955 -4.6773
H -0.7613 -3.6120 -5.6837
H -3.0624 -4.4326 -5.9644
H -4.8081 -3.7949 -4.3151
H -4.2375 -2.3857 -2.4221
H -5.0287 -0.8559 -1.1142
H -6.7091 -2.0915 0.1746
H -5.9998 -3.5367 2.0620
H -3.6265 -3.6849 2.6716
H -1.4806 -2.4061 2.6579
H -0.8039 -1.8672 1.1311
H -1.0943 -3.5611 1.3816
H -3.2974 -0.2130 -3.9131
H -3.8065 1.6791 -5.3642
H -3.2487 3.9880 -4.6300
H -2.2338 4.3562 -2.4209
H -0.9450 3.5034 -0.6284
H -1.0893 1.8340 -0.0442
H -2.4292 2.9520 0.1442
O 1.0150 0.6400 -0.7351
S 1.1528 1.9258 -1.7030
C 0.5938 1.4174 -3.3609
C 1.8291 1.2084 -4.2246
C 2.8771 2.1822 -3.6982
C 2.8904 2.0196 -2.1785
H -0.0188 2.2632 -3.6856
H -0.0602 0.5610 -3.2490
H 1.5834 1.3947 -5.2697
H 2.1852 0.1829 -4.1339
H 2.6233 3.2090 -3.9710
H 3.8741 1.9794 -4.0875
H 3.3229 2.8546 -1.6375
H 3.3486 1.0818 -1.8569
```

No. 2
Molecular formula: C69H124BBr28F4NO16
Method: DFT, ωB97M-V/def2-TZVPD

Highest occupied orbital energy (eV): -9.60
M (g/mol): 3547.9
LUMO level (eV): -0.33

XYZ file:
```
243
C69H124BBr28F4NO16 ωB97M-V/def2-TZVPD
C -2.3038 -0.4707 2.6557
C -1.0610 0.0240 1.8735
C -0.9936 -0.5569 0.3804
N 0.1056 0.2127 -0.5143
C 1.4652 0.1432 0.2102
C 2.5900 0.7104 -0.7684
C 2.6710 -0.1679 -2.0440
C 1.2992 -0.0267 -2.7269
C 0.1787 -0.5707 -1.8449
C -0.3146 1.6775 -0.6958
H -2.1714 -1.5330 2.8610
H -3.1931 -0.3768 2.0324
H -2.6933 0.1364 3.4730
H -0.1917 -0.1809 2.4983
H -1.0986 1.1107 1.7978
H -1.9716 -0.5406 -0.1007
H -0.7010 -1.6027 0.2868
H 1.6275 -0.8678 0.5838
H 1.5350 0.7275 1.1277
H 3.5547 0.7529 -0.2627
H 2.4800 1.7837 -0.9231
H 2.8710 -1.2148 -1.8153
H 3.4964 0.1763 -2.6672
H 1.4279 -0.5484 -3.6753
H 1.0535 0.9965 -3.0111
H 0.2839 -1.6437 -1.6848
H -0.7850 -0.3356 -2.2968
H -0.0738 2.1951 0.2328
H -1.2837 1.7965 -1.1802
H 0.3442 2.1429 -1.4289
B -2.9415 2.3878 -3.9663
F -1.8555 3.0441 -3.3551
F -4.1195 2.5627 -3.2851
F -3.0070 2.8614 -5.2490
F -2.5732 1.0292 -3.9241
Br -6.5744 -3.5128 -2.4870
C -5.0139 -2.6250 -3.2878
C -3.9322 -2.3798 -2.2955
Br -4.4983 -1.3615 -0.7227
H -5.3124 -1.6999 -3.7810
H -4.7098 -3.3437 -4.0487
H -3.0776 -1.9435 -2.8127
H -3.6930 -3.3957 -1.9809
Br 3.2863 -0.5588 -10.7426
C 2.8637 0.6603 -9.2191
C 3.6841 1.9175 -9.2131
Br 5.5659 1.6642 -8.7281
H 3.0471 0.1605 -8.2680
H 1.8214 0.9709 -9.2903
H 3.3428 2.6421 -8.4738
H 3.8179 2.4477 -10.1560
Br 5.6541 -5.0136 -2.5689
C 7.3368 -4.1316 -3.0529
C 8.0652 -4.9557 -4.1271
Br 9.8333 -4.2093 -4.3644
H 7.9415 -4.1845 -2.1476
H 7.2614 -3.0848 -3.3470
H 7.5041 -4.9835 -5.0611
H 8.1867 -5.9829 -3.7832
Br 4.9096 -1.3795 1.8905
C 6.4596 -0.1651 1.6791
C 7.6109 -0.7953 0.9087
Br 6.9627 -1.3400 -0.9188
H 6.8565 0.0538 2.6704
H 6.1464 0.7880 1.2529
H 7.7770 -1.6835 1.5183
H 8.5509 -0.2445 0.8729
Br -2.9732 1.3614 8.3875
C -4.6603 0.4813 8.1709
C -4.9790 0.2812 6.7182
Br -3.5346 -0.9112 5.9912
H -5.4086 1.1240 8.6346
H -4.5478 -0.5159 8.5965
H -5.1215 1.2422 6.2241
H -5.9300 -0.2477 6.6557
Br -2.5608 4.1030 0.6603
C -4.1107 3.7055 -0.4360
C -5.2900 4.4534 0.2912
Br -6.8729 3.5015 -0.3405
H -4.1974 2.6204 -0.3786
H -4.0964 3.9585 -1.4961
H -5.3599 5.4741 -0.0850
H -5.1536 4.3115 1.3633
Br -0.8654 9.2418 -1.2701
C -0.7358 7.1822 -1.3425
C 0.5941 6.7472 -0.7048
Br 0.8804 4.7286 -0.7642
H -0.9205 6.8291 -2.3570
H -1.5462 6.8943 -0.6727
H 0.5876 7.0940 0.3285
H 1.3585 7.2940 -1.2568
Br 0.0737 -0.8708 -7.0404
C -1.6471 -1.1016 -6.1272
C -2.5474 -1.9184 -7.0562
Br -1.9742 -3.7944 -6.8976
H -2.0096 -0.0817 -5.9991
H -1.5283 -1.6018 -5.1660
H -2.4120 -1.4989 -8.0531
H -3.5848 -1.7931 -6.7460
Br -2.4050 6.4114 -6.8887
C -3.3388 6.9406 -5.2623
C -3.4011 5.8007 -4.3106
Br -4.1728 6.4594 -2.5751
H -4.3577 7.2016 -5.5481
H -2.8491 7.8157 -4.8350
H -2.4704 5.3063 -4.0318
H -4.0168 4.9513 -4.6062
Br 0.5791 3.9691 -8.5053
C -0.3091 2.8585 -7.1330
C 0.4181 2.8874 -5.7437
Br 2.2480 2.0886 -5.8798
H -0.4155 1.8404 -7.5075
H -1.2699 3.3317 -6.9305
H -0.1517 2.3273 -5.0023
H 0.3980 3.8987 -5.3375
Br 4.5613 -5.0382 3.3281
C 3.2046 -3.7299 3.9861
C 1.9100 -4.0912 3.2454
Br 0.4294 -2.9047 3.7163
H 3.5552 -2.7273 3.7413
H 3.0436 -3.7825 5.0629
H 1.6320 -5.1171 3.4872
H 2.1970 -4.1750 2.1972
Br 5.4332 2.4620 -2.0728
C 4.6577 4.3462 -2.3049
C 4.2663 4.7338 -3.7614
Br 4.3747 6.6811 -3.8164
H 5.3971 5.0268 -1.8828
H 3.7543 4.2833 -1.6982
H 3.2501 4.4429 -4.0275
H 5.0001 4.2854 -4.4312
Br 4.5783 3.3443 1.3852
C 6.0399 4.6767 1.5909
C 5.5484 6.1001 1.8611
Br 4.3669 6.7182 0.4002
H 6.6212 4.6835 0.6689
H 6.6348 4.2636 2.4054
H 6.4522 6.7073 1.9128
H 4.9595 6.2434 2.7671
Br -3.2871 3.1719 4.6414
C -3.3986 4.9272 5.5471
C -2.6383 4.9063 6.9178
Br -3.2088 6.5700 8.0054
H -4.4686 5.1255 5.6099
H -2.9021 5.6219 4.8696
H -1.5490 4.9428 6.9098
H -3.0007 4.0453 7.4796
O 2.6109 -1.7336 6.4741
C 1.7859 -0.8082 6.7691
O 1.5731 -0.3469 8.0160
C 0.9007 0.8989 8.0587
C 0.5611 1.2398 6.5386
C 0.8432 -0.0840 5.7698
H 1.5956 1.6833 8.3586
H 0.0242 0.8356 8.7036
H 1.2226 2.0057 6.1337
H -0.4662 1.5517 6.3503
H 1.2939 0.1312 4.8010
H -0.1089 -0.6026 5.6570
O -8.5511 0.5594 3.1367
C -7.8429 -0.4258 3.1411
O -8.1414 -1.5178 3.8805
C -7.2867 -2.5556 3.6956
C -6.5667 -2.1243 2.3940
C -6.6070 -0.6139 2.3932
H -7.9209 -3.4115 3.4652
H -6.6664 -2.7409 4.5726
H -6.9086 -2.6321 1.4921
H -5.5075 -2.3553 2.5075
H -6.7043 -0.2487 1.3708
H -5.7044 -0.2211 2.8613
O -3.2466 -3.9991 3.1969
C -4.1650 -4.7247 2.7163
O -4.7669 -5.6389 3.4663
C -5.7068 -6.4251 2.7021
C -5.8685 -5.6742 1.3621
C -4.7233 -4.6951 1.2899
H -6.6505 -6.5257 3.2383
H -5.3589 -7.4471 2.5525
H -6.8725 -5.2539 1.4204
H -5.9216 -6.3126 0.4802
H -4.8804 -3.6683 0.9594
H -3.9568 -5.0626 0.6075
O -2.8674 -1.8157 9.8564
C -2.3054 -2.6785 9.1457
O -2.7844 -3.8634 8.8882
C -2.0871 -4.4939 7.7941
C -1.0221 -3.4157 7.3731
C -0.9076 -2.5352 8.6046
H -2.7533 -4.6987 6.9560
H -1.5505 -5.4008 8.0727
H -1.4768 -2.8284 6.5754
H -0.0762 -3.7146 6.9215
H -0.6833 -1.5023 8.3383
H -0.1957 -2.9511 9.3175
O -1.2625 -4.1818 -2.1144
C -0.4146 -4.2289 -3.0111
O 0.1303 -3.1551 -3.5484
C 1.1627 -3.4605 -4.4113
C 0.9540 -4.9293 -4.7520
C 0.1675 -5.4365 -3.5563
H 2.0779 -3.3798 -3.8248
H 1.2722 -2.8773 -5.3256
H 1.9244 -5.3969 -4.9180
H 0.2408 -5.0025 -5.5731
H 0.9138 -5.8185 -2.8598
H -0.6018 -6.1818 -3.7582
O 8.2385 -1.9938 -6.3954
C 7.0393 -1.8729 -6.4603
O 6.3786 -2.3245 -7.5414
C 5.0127 -2.0527 -7.5456
C 4.7179 -1.5359 -6.1108
C 6.0522 -1.2838 -5.4829
H 4.4391 -2.9795 -7.5532
H 4.6012 -1.3161 -8.2356
H 4.1288 -2.2163 -5.4958
H 4.2213 -0.5679 -6.1779
H 6.1062 -1.7215 -4.4862
H 6.2601 -0.2143 -5.4493
O 0.8726 -3.5585 0.1176
C 0.5290 -4.7270 0.3449
O 1.2401 -5.7908 0.1153
C 0.6364 -7.0011 0.5029
C -0.5547 -6.5717 1.3618
C -0.8437 -5.1439 0.9272
H 1.3299 -7.6417 1.0476
H 0.3792 -7.5967 -0.3730
H -0.3755 -6.8007 2.4122
H -1.3657 -7.2490 1.0943
H -1.2432 -4.4425 1.6596
H -1.5913 -5.1891 0.1353
O 0.7824 2.7055 2.5249
C 1.1567 3.7707 3.0735
O 1.8355 3.7730 4.2162
C 2.2649 5.0754 4.6360
C 1.4976 6.0819 3.7978
C 1.0461 5.2316 2.6405
H 3.3171 5.3187 4.4879
H 2.0321 5.2548 5.6856
H 2.0476 6.9300 3.3900
H 0.6620 6.5991 4.2692
H 1.8021 5.2174 1.8554
H 0.0293 5.4342 2.3041
```